Entry 1:
Below is a 5-piece molecular cluster, C22H36BBr2Cl12N4O8P2S4 overall in a non-equilibrium geometry, with properties calculated with ωB97M-V/def2-TZVPD.

Each line ends with the Löwdin charge.
CARTESIAN COORDINATES (ANGSTROEM)
C (0.824, -3.328, -1.516)  0.050
C (-0.149, -2.474, -1.161)  -0.109
C (-0.149, -0.962, -1.223)  -0.326
N (1.103, -0.326, -1.468)  0.013
C (2.184, -0.874, -1.372)  -0.737
S (3.510, -1.585, -1.056)  0.905
C (-0.921, -0.226, -0.031)  -0.225
C (-0.839, -1.208, 1.180)  -0.163
C (0.557, -1.751, 1.584)  -0.200
C (0.797, -1.609, 3.094)  -0.202
S (2.511, -1.674, 3.591)  0.572
O (3.368, -1.855, 2.447)  -0.359
O (2.615, -2.569, 4.689)  -0.254
O (2.762, -0.202, 4.128)  -0.160
C (-0.305, 1.130, 0.458)  -0.546
Br (-1.416, 1.885, 1.877)  0.979
C (1.113, 1.204, 1.039)  -0.297
C (1.498, 2.677, 1.328)  -0.115
C (-2.451, -0.016, -0.671)  -0.239
C (-3.393, -0.800, 0.309)  -0.206
N (-4.810, -0.710, 0.084)  -0.114
C (-5.631, -0.093, 1.100)  -0.108
C (-3.133, 1.396, -0.740)  -0.137
B (-2.608, 2.775, -1.372)  -0.861
O (-3.097, 3.174, -2.609)  0.060
O (-1.768, 3.667, -0.727)  0.087
C (-2.465, -0.675, -2.105)  -0.474
N (-3.032, -1.984, -1.994)  0.057
C (-3.138, -2.891, -2.786)  -0.791
S (-3.255, -4.103, -3.740)  0.871
P (-3.601, 0.077, -3.477)  0.489
S (-5.501, -0.155, -3.215)  0.301
N (-1.006, -0.648, -2.562)  -0.332
Br (-0.464, 1.172, -3.061)  1.145
C (-0.579, -1.469, -3.728)  -0.242
P (-0.548, -0.889, -5.463)  0.366
O (-1.532, 0.075, -5.954)  -0.293
O (-0.645, -2.352, -6.078)  -0.101
O (0.955, -0.431, -5.719)  -0.119
H (1.346, -3.313, -2.469)  0.078
H (1.102, -4.147, -0.861)  0.053
H (-1.035, -2.906, -0.710)  0.120
H (-1.312, -0.767, 2.054)  0.078
H (-1.429, -2.100, 1.020)  0.094
H (1.408, -1.330, 1.056)  0.068
H (0.601, -2.822, 1.389)  0.095
H (0.405, -0.659, 3.463)  0.099
H (0.277, -2.386, 3.652)  0.120
H (3.432, 0.219, 3.559)  0.014
H (-0.275, 1.818, -0.379)  0.043
H (1.869, 0.835, 0.356)  0.077
H (1.210, 0.673, 1.983)  0.075
H (0.921, 3.377, 0.722)  0.067
H (2.542, 2.835, 1.049)  0.049
H (1.416, 2.927, 2.382)  0.073
H (-3.128, -1.856, 0.342)  0.105
H (-3.197, -0.377, 1.294)  0.103
H (-5.125, -0.591, -0.866)  -0.009
H (-5.408, -0.524, 2.079)  0.085
H (-5.510, 0.998, 1.194)  0.053
H (-6.681, -0.301, 0.896)  0.086
H (-3.458, 1.653, 0.266)  0.033
H (-4.077, 1.232, -1.269)  0.049
H (-3.531, 4.037, -2.561)  0.105
H (-0.985, 3.881, -1.245)  0.106
H (-3.159, -0.740, -4.519)  -0.020
H (-3.157, 1.359, -3.774)  -0.026
H (-1.039, -2.454, -3.709)  0.065
H (0.480, -1.682, -3.551)  0.099
H (-0.339, -2.368, -7.000)  0.114
H (0.959, 0.418, -6.189)  0.106
C (4.545, -4.791, 1.981)  -1.548
Cl (5.714, -5.606, 0.951)  0.548
Cl (2.963, -4.707, 1.175)  0.536
Cl (4.397, -5.573, 3.541)  0.579
H (4.870, -3.769, 2.136)  -0.010
C (6.321, 0.265, 2.109)  -1.513
Cl (7.572, 1.363, 2.653)  0.556
Cl (4.811, 1.154, 1.779)  0.576
Cl (6.833, -0.631, 0.683)  0.546
H (6.113, -0.449, 2.897)  0.016
C (-5.954, 5.363, 0.056)  -1.511
Cl (-5.181, 3.768, -0.046)  0.640
Cl (-6.344, 5.757, 1.719)  0.566
Cl (-4.914, 6.585, -0.673)  0.553
H (-6.874, 5.316, -0.512)  0.019
C (8.423, 3.920, 5.335)  -1.570
Cl (9.455, 3.654, 3.925)  0.497
Cl (8.738, 2.710, 6.576)  0.531
Cl (8.630, 5.549, 5.965)  0.541
H (7.395, 3.811, 5.015)  0.002

Frontier orbital gap = 5.54 eV
Total charge = +1
Calculated total energy = -14651.22246 a.u.
LUMO = -5.04 eV

---

Entry 2:
Below is C22H36BF14NO22S4Zr as an isolated structure in a non-equilibrium geometry, with properties calculated with ωB97M-V/def2-TZVPD.

Each line ends with the Löwdin charge.
CARTESIAN COORDINATES (ANGSTROEM)
Zr (-1.198, -1.729, 3.401)  1.839
N (-0.827, -0.533, 1.816)  -0.445
S (-0.756, 0.988, 1.446)  0.462
O (-1.846, 1.486, 0.593)  -0.235
O (0.533, 1.658, 1.650)  -0.227
F (-1.374, 1.281, 2.901)  -0.222
S (-0.105, -0.717, 0.205)  0.584
O (1.289, -0.415, 0.008)  -0.210
O (-1.015, -0.744, -0.913)  -0.234
F (0.152, -2.331, 0.372)  -0.216
B (0.354, -3.224, 3.285)  -0.420
H (1.050, -4.049, 3.295)  0.043
H (0.011, -2.950, 4.271)  -0.028
H (0.790, -2.376, 2.781)  0.005
H (-0.473, -3.539, 2.667)  -0.015
O (-0.028, -0.295, 4.893)  -0.324
C (1.384, -0.295, 4.831)  -0.294
C (2.263, 0.690, 5.724)  -0.302
O (1.594, 0.894, 6.958)  -0.170
H (1.651, -0.047, 3.804)  0.089
H (1.560, -1.360, 4.982)  0.096
H (2.308, 1.642, 5.195)  0.099
H (3.302, 0.361, 5.739)  0.095
C (-4.954, 7.406, -0.656)  -0.044
C (-5.710, 6.040, -0.383)  -0.175
O (-5.180, 5.404, 0.775)  0.000
C (-4.571, 4.182, 0.692)  -0.315
O (-4.326, 3.575, -0.348)  0.140
C (-4.144, 3.745, 2.086)  -0.533
F (-4.753, 4.529, 3.046)  0.131
F (-4.546, 2.500, 2.321)  0.159
F (-2.833, 3.799, 2.237)  0.189
H (-5.384, 7.981, -1.476)  0.073
H (-3.867, 7.365, -0.731)  0.071
H (-5.037, 8.062, 0.210)  0.067
H (-5.630, 5.413, -1.271)  0.113
H (-6.759, 6.197, -0.133)  0.124
C (-4.885, -0.193, 0.182)  -0.049
C (-5.179, -1.599, 0.624)  -0.173
O (-4.509, -2.617, -0.209)  0.069
C (-3.313, -3.072, 0.204)  -0.315
O (-2.711, -2.729, 1.234)  0.036
C (-2.746, -4.033, -0.805)  -0.501
F (-1.662, -4.612, -0.224)  0.152
F (-3.665, -4.949, -1.051)  0.204
F (-2.354, -3.428, -1.980)  0.156
H (-5.457, 0.061, -0.711)  0.096
H (-3.805, -0.046, 0.184)  0.065
H (-5.208, 0.561, 0.900)  0.075
H (-6.243, -1.708, 0.412)  0.126
H (-5.084, -1.678, 1.707)  0.119
C (1.305, 5.461, 0.066)  -0.056
C (0.351, 4.626, -0.755)  -0.193
O (0.674, 4.586, -2.165)  0.014
C (0.747, 3.398, -2.859)  -0.289
O (0.369, 2.303, -2.406)  0.109
C (1.167, 3.624, -4.342)  -0.565
F (0.050, 3.482, -5.084)  0.157
F (1.560, 4.853, -4.497)  0.206
F (2.111, 2.739, -4.708)  0.162
H (1.071, 5.404, 1.130)  0.088
H (1.363, 6.500, -0.259)  0.080
H (2.325, 5.116, -0.102)  0.066
H (-0.654, 5.035, -0.658)  0.127
H (0.435, 3.634, -0.311)  0.097
C (1.831, -5.056, 0.026)  -0.057
C (2.376, -6.394, -0.566)  -0.133
O (3.448, -7.060, 0.202)  0.015
C (3.121, -7.667, 1.374)  -0.273
O (1.951, -7.709, 1.912)  0.069
C (4.378, -8.312, 2.028)  -0.543
F (4.289, -9.688, 2.008)  0.129
F (5.401, -8.057, 1.228)  0.166
F (4.570, -7.836, 3.238)  0.201
H (1.360, -5.194, 0.999)  0.060
H (1.023, -4.742, -0.635)  0.061
H (2.553, -4.238, 0.032)  0.080
H (2.734, -6.102, -1.554)  0.114
H (1.514, -7.062, -0.587)  0.121
C (3.861, 1.128, -1.748)  -0.188
C (3.643, 2.255, -0.680)  -0.119
O (3.734, 3.450, -1.520)  -0.223
S (4.997, 3.313, -2.607)  0.735
O (6.318, 3.693, -2.073)  -0.256
O (4.727, 3.838, -3.912)  -0.227
O (4.830, 1.661, -2.585)  -0.208
H (2.986, 1.105, -2.398)  0.110
H (4.058, 0.091, -1.479)  0.120
H (4.392, 2.141, 0.103)  0.131
H (2.696, 2.007, -0.202)  0.109
C (0.279, -1.732, -3.505)  -0.227
C (1.086, -1.142, -4.577)  -0.142
O (2.433, -1.524, -4.219)  -0.179
S (2.519, -2.580, -2.954)  0.654
O (3.580, -2.268, -2.032)  -0.216
O (2.347, -3.923, -3.361)  -0.212
O (1.101, -2.062, -2.425)  -0.222
H (-0.169, -2.672, -3.827)  0.128
H (-0.593, -1.174, -3.164)  0.126
H (0.852, -0.113, -4.850)  0.134
H (0.796, -1.687, -5.475)  0.130

Frontier orbital gap = 2.83 eV
Calculated total energy = -5632.16701 a.u.
LUMO = -3.93 eV
Energy above the lowest of the compared OMol25 structures with the same formula, charge and spin = 15.300 eV